Formula: C15H20FeN2O2
Source: the Open Molecules 2025 dataset
Level of theory: ωB97M-V/def2-TZVPD

```
40
Properties=species:S:1:pos:R:3:lowdin_spin:R:1
C -3.039 -0.733 0.165 0.042
C -3.492 0.491 -0.626 0.035
H -3.134 -1.646 -0.427 0.005
H -3.717 -0.858 1.013 0.003
H -2.053 -0.804 0.736 0.009
H -3.086 0.548 -1.639 0.007
H -4.583 0.477 -0.729 0.007
H -3.284 1.426 -0.101 0.007
C -0.185 -2.786 0.273 0.008
C 0.688 -3.873 0.164 0.001
C 1.831 -3.735 -0.631 0.004
C 2.043 -2.531 -1.299 0.000
H -1.086 -2.854 0.887 0.000
H 0.466 -4.769 0.741 0.000
H 2.566 -4.533 -0.723 0.000
H 2.922 -2.357 -1.913 0.000
N 0.049 -1.607 -0.327 0.038
C 1.132 -1.469 -1.139 0.007
C 1.352 -0.135 -1.659 0.012
N 0.425 0.795 -1.263 0.049
C 0.627 2.094 -1.570 0.016
C 2.723 1.600 -2.635 0.005
C 1.774 2.541 -2.226 0.001
H -0.155 2.769 -1.234 0.002
H 1.909 3.607 -2.411 0.000
C 2.507 0.255 -2.351 0.001
H 3.220 -0.520 -2.621 0.000
H 3.627 1.881 -3.170 0.000
Fe -1.026 0.333 0.011 3.496
C -1.416 2.186 0.710 0.108
H -2.008 2.846 0.052 0.022
H -0.444 2.673 0.853 0.011
H -1.887 2.134 1.702 0.014
C 0.848 1.413 3.915 0.006
O 0.033 1.291 2.738 0.008
C 0.051 0.209 1.944 0.061
O 0.706 -0.788 2.216 0.009
H 1.728 0.765 3.884 0.001
H 0.211 1.202 4.779 0.001
H 1.155 2.460 3.914 0.001
```

As for the total energy: -2107.14298 Ha. For the frontier orbital gap (spin up / spin down), the calculation gives 4.87 / 6.27 eV. As for the spin multiplicity: 5.

=====

Formula: C4H5NO3
Source: the Open Molecules 2025 dataset
Level of theory: ωB97M-V/def2-TZVPD

```
13
Properties=species:S:1:pos:R:3:lowdin_charge:R:1
C 1.533 0.492 -0.920 -0.035
N 1.871 0.783 0.255 0.055
O 0.888 0.864 1.283 -0.021
C -0.072 -0.035 0.719 -0.417
O -1.390 -0.132 0.879 0.012
C -1.694 -1.009 -0.101 -0.166
O -0.706 -0.898 -1.293 -0.076
C 0.029 0.207 -0.861 -0.241
H 2.292 0.687 -1.572 0.092
H 0.479 -1.103 0.884 0.207
H -1.688 -2.225 0.124 0.188
H -2.707 -0.744 -0.656 0.169
H -0.584 1.303 -0.542 0.234
```

As for the total energy: -435.65987 Ha. As for the structure (SMILES): C1=NO[C@H]2OCO[C@H]12. The relative energy (zero: lowest compared OMol25 entry of this formula, charge and spin) comes out at 163.55 kcal/mol. For the frontier orbital gap, the calculation gives 10.50 eV.

=====

Formula: C5H7I
Source: the Open Molecules 2025 dataset
Level of theory: ωB97M-V/def2-TZVPD

```
13
Properties=species:S:1:pos:R:3:lowdin_charge:R:1
C -1.636 2.402 0.694 0.130
C -1.086 1.371 0.511 -0.204
C -0.418 0.074 0.652 -0.822
C 1.035 0.247 0.750 -0.195
C -0.755 -1.202 -0.609 -0.106
I -1.198 -1.115 2.343 0.821
H -2.125 3.311 0.572 0.021
H 1.448 0.416 -0.261 0.098
H 1.373 1.047 1.465 0.110
H 1.427 -0.682 1.006 0.034
H -1.807 -0.934 -0.886 0.062
H -0.016 -1.424 -1.445 0.071
H -0.671 -2.136 0.011 -0.020
```

As for the total energy: -492.28414 Ha. As for the structure (SMILES): C#CC(C)(C)I. The relative energy (zero: lowest compared OMol25 entry of this formula, charge and spin) comes out at 40.32 kcal/mol. For the frontier orbital gap, the calculation gives 9.39 eV.

=====

Formula: C10H19NO2S
Source: the Open Molecules 2025 dataset
Level of theory: ωB97M-V/def2-TZVPD

```
33
Properties=species:S:1:pos:R:3:lowdin_charge:R:1
C 0.117 -2.706 -0.065 -0.229
C 1.881 1.959 2.029 -0.226
C 2.364 0.632 2.478 -0.219
C 0.328 2.080 1.947 -0.171
C 2.000 -0.322 1.359 -0.143
C -0.054 1.116 0.871 -0.143
C -1.773 -1.317 -1.596 -0.209
C -1.090 -1.648 -0.294 -0.257
C 0.477 -0.332 1.099 -0.311
C -2.377 0.264 -3.685 -0.272
N 0.266 -1.177 -0.007 -0.113
O -3.131 1.180 -1.180 -0.584
O 0.661 -3.291 -1.125 -0.027
S -3.327 0.015 -2.051 0.894
H 2.337 2.772 2.658 0.116
H 2.271 2.248 0.965 0.141
H 3.460 0.518 2.793 0.135
H 1.874 0.444 3.452 0.123
H -0.182 1.804 2.789 0.089
H 0.065 3.046 1.616 0.103
H 2.374 0.051 0.414 0.112
H 2.300 -1.357 1.497 0.117
H -1.121 1.041 0.755 0.101
H 0.399 1.478 -0.076 0.130
H -1.084 -1.183 -2.367 0.004
H -2.404 -2.256 -1.882 0.109
H -1.602 -1.658 0.642 0.117
H -0.087 -0.929 1.877 0.177
H -2.447 -0.556 -4.397 0.044
H -2.676 1.205 -4.125 0.032
H -1.247 0.305 -3.540 0.057
H 0.624 -0.718 -0.965 0.222
H 0.807 -2.705 -1.884 0.082
```

As for the total energy: -995.61764 Ha. The relative energy (zero: lowest compared OMol25 entry of this formula, charge and spin) comes out at 170.09 kcal/mol. For the frontier orbital gap, the calculation gives 7.64 eV.